Entry A
{"formula": "C4H12NO", "method": "the ωB97M-V functional and the def2-TZVPD basis", "elements": ["C", "C", "C", "C", "N", "H", "H", "H", "H", "H", "H", "H", "H", "H", "H", "H", "H", "O"], "coordinates": [[-0.13, -3.03, -0.32], [-0.10, -1.51, -0.63], [1.22, -0.80, -0.08], [1.00, 0.52, 0.49], [1.63, 1.63, 0.61], [0.20, -3.37, 0.66], [-1.24, -3.29, -0.42], [0.52, -3.64, -1.13], [-0.06, -1.36, -1.75], [-1.09, -1.14, -0.12], [2.03, -1.55, -0.09], [-0.10, 0.68, 0.75], [-2.74, 2.20, -0.99], [-3.40, 2.24, -0.56], [2.48, 1.68, -0.07], [-0.25, 4.35, 1.22], [0.45, 2.98, 1.18], [-0.42, 3.40, 1.25]], "lowdin_charge": [-0.109, -0.201, 0.233, -0.165, 0.198, 0.069, 0.106, 0.135, 0.163, 0.154, 0.154, 0.161, 0.000, 0.016, 0.163, 0.047, -0.038, -0.086], "total_charge": 1, "orbital_gap_ev": 5.74, "lumo_energy_ha": -0.3103, "homo_energy_ev": -14.19}


Entry B
{"formula": "C4H12NO", "method": "the ωB97M-V functional and the def2-TZVPD basis", "elements": ["C", "C", "C", "C", "O", "N", "H", "H", "H", "H", "H", "H", "H", "H", "H", "H", "H", "H"], "coordinates": [[-0.38, 0.73, -1.20], [-0.70, -0.69, -0.53], [-2.10, -1.21, -0.39], [-1.39, -0.43, 0.85], [1.34, -0.76, 1.07], [2.44, 1.55, 0.27], [-0.79, 1.47, -0.58], [0.68, 0.83, -1.03], [-0.89, 0.84, -2.10], [0.03, -1.45, -0.68], [-2.34, -2.25, -0.13], [-2.89, -0.67, -0.84], [-1.00, -1.10, 1.60], [-2.17, 0.31, 1.11], [2.13, -1.32, 1.26], [2.05, 0.57, 0.67], [2.78, 2.19, 1.03], [3.19, 1.38, -0.38]], "lowdin_charge": [0.040, -0.239, 0.000, 0.064, -0.061, 0.147, 0.071, 0.050, 0.086, 0.123, 0.130, 0.108, 0.100, 0.146, 0.068, 0.027, 0.089, 0.052], "total_charge": 1, "orbital_gap_ev": 4.15, "lumo_energy_ha": -0.3568, "homo_energy_ev": -13.85}


Which of them is most stable? Easy: entry A.